(1)
Molecular formula: C3H43NO17
Method: DFT, ωB97M-V with the def2-TZVPD basis set

Structure (XYZ):
```
64
Properties=species:S:1:pos:R:3:forces:R:3
C -0.64066 0.15486 -0.52574 -0.2 -2.0 -2.4
C 0.38990 0.75474 0.38970 -1.4 1.4 0.9
N 0.66602 2.17649 -0.05334 3.2 -2.2 0.4
C 1.47960 2.20295 -1.22538 0.7 3.0 0.4
H -0.75843 0.63617 -1.51579 0.1 0.7 0.7
H -1.66393 -0.06441 -0.20330 0.3 0.3 0.5
H -0.30614 -0.80541 -0.97653 0.0 0.0 1.0
H 1.36976 0.23632 0.35125 -0.5 0.3 0.1
H 0.03344 0.88949 1.44842 0.6 -0.7 -0.9
H 1.13937 2.63579 0.74741 -0.7 0.4 -0.3
H 2.25736 2.99768 -1.16852 -1.1 0.3 0.0
H 2.21868 1.37741 -1.27584 -0.3 -1.3 0.4
H 1.02172 2.25234 -2.19276 -0.8 -0.1 -0.5
H -0.82109 -2.90053 1.06038 0.2 -0.6 -0.2
H -0.33326 -3.49559 -0.27881 -0.1 -0.1 -0.2
O -1.11874 -3.38557 0.26537 -0.1 0.5 0.1
H 1.37904 0.25139 -4.48922 -0.4 0.0 -0.5
H 0.61909 0.31374 -3.20195 -0.1 0.0 0.0
O 0.74186 -0.25518 -3.96622 0.3 -0.3 0.6
H -1.08809 -1.44969 4.08355 0.4 0.2 0.3
H -2.37389 -0.79573 4.03844 -0.3 0.6 0.4
O -1.50897 -0.65301 4.45718 -0.5 -1.5 -0.7
H 1.19774 2.09073 3.63686 0.0 0.1 -0.1
H 2.03090 3.35453 3.13938 0.0 -0.1 0.4
O 2.03418 2.39171 3.16889 -0.1 0.0 -0.7
H 0.42303 2.85309 -5.02191 -0.6 0.3 0.0
H -0.62618 1.63939 -5.18720 0.3 0.9 0.1
O 0.24989 2.00852 -5.43282 0.6 -0.6 -0.3
H 2.55640 -2.38470 0.95601 0.1 0.3 -0.1
H 2.53385 -1.16411 1.94538 0.3 -0.2 -0.3
O 2.34154 -2.10252 1.86357 0.7 0.2 0.2
H -2.73242 1.39528 -3.78426 0.1 0.0 0.1
H -1.63648 0.30474 -3.98852 -0.2 -0.1 0.0
O -2.08649 1.04581 -4.40772 0.0 -0.2 0.0
H 3.88816 0.19497 1.98222 0.5 0.1 0.0
H 3.13575 1.52256 2.04528 0.0 0.3 0.4
O 3.76670 1.01696 1.49468 -0.4 -0.3 -0.3
H 2.08254 -2.55234 -1.45058 -0.1 0.4 -0.4
H 3.15723 -1.38267 -1.15880 -0.5 -0.4 -0.4
O 2.86885 -2.29111 -0.96611 0.3 -0.2 0.8
H -1.96005 3.86696 -1.55577 0.0 0.0 0.1
H -1.38694 2.45511 -1.22630 0.0 0.3 0.2
O -2.03890 2.92733 -1.74621 -0.1 -0.2 -0.3
H -5.28599 -0.45014 2.26699 0.0 0.2 0.2
H -4.48682 -1.40837 1.41440 0.3 -0.2 -0.2
O -4.38415 -0.74964 2.11585 0.1 0.1 0.0
H -1.70651 1.30508 1.21948 -0.5 0.3 0.2
H -2.64103 0.65531 2.20029 -0.6 -0.1 0.1
O -2.09471 1.44580 2.09158 0.1 -0.1 -0.5
H 0.69616 -3.00465 -3.48930 0.0 -0.2 0.0
H -0.47191 -2.17374 -3.12279 -0.2 0.0 0.0
O -0.04488 -2.99881 -2.87024 0.4 0.3 0.1
H 0.49523 -1.56528 2.47184 0.0 -0.2 -0.3
H 0.54013 -2.90306 3.11707 0.0 -0.3 -0.4
O 0.00462 -2.39226 2.49522 -1.1 0.4 1.3
H 3.73232 0.76304 -0.24610 0.6 0.2 0.4
H 3.97182 0.84494 -1.85171 0.7 0.1 0.1
O 3.48590 0.43416 -1.13468 -0.4 -0.5 -0.3
H -4.06620 -3.39548 -0.60606 0.7 -0.4 0.1
H -2.74739 -2.57531 -0.09613 0.2 -1.3 -0.3
O -3.68358 -2.56630 -0.32517 -1.0 1.7 0.3
H -0.97831 1.67074 3.43432 -0.1 0.2 -0.1
H -0.48456 0.68024 4.45745 0.1 1.2 -0.3
O -0.27144 1.58756 4.09266 0.3 -0.8 0.5
```
Forces are in eV/Å.

Kohn-Sham gap (alpha / beta) ... 10.5 / 5.4 eV
2S+1 ... 2
Net charge ... +1
E_LUMO (alpha / beta) ... -3.092 / -8.228 eV

***

(2)
Molecular formula: C15H17FN
Method: DFT, ωB97M-V with the def2-TZVPD basis set

Structure (XYZ):
```
34
Properties=species:S:1:pos:R:3:forces:R:3
F -5.19515 0.39630 1.61872 1.9 0.3 -0.3
C -3.86625 0.57680 1.34291 -1.3 0.1 0.1
C -3.47340 1.72233 0.64892 0.3 -0.1 0.0
C -2.12828 1.87557 0.35099 0.3 -0.3 0.0
C -1.14848 0.89311 0.71111 -0.8 0.0 -0.1
C 0.19369 1.14686 0.32213 -0.2 -0.3 0.5
C 1.40019 0.50222 0.68905 1.0 -0.1 0.1
C 2.61018 1.04194 0.13887 -0.4 -0.2 0.1
C 3.84531 0.46536 0.39386 0.1 -0.1 0.1
C 3.94371 -0.69189 1.18430 -0.4 0.5 -0.4
C 2.77797 -1.22721 1.74425 -0.4 -0.1 0.3
C 1.53927 -0.61808 1.56180 0.3 0.0 -0.2
C -1.62279 -0.26186 1.40160 -0.4 0.1 0.2
C -2.96204 -0.39784 1.75588 0.7 -0.2 -0.1
H -4.20317 2.47164 0.35858 0.1 -0.2 0.1
H -1.78265 2.76626 -0.17954 -0.2 -0.2 0.1
H 0.32604 2.03521 -0.29663 0.0 -0.2 0.0
H 2.53036 1.93755 -0.48279 0.1 -0.3 0.1
H 4.74632 0.91726 -0.01724 -0.2 -0.1 0.1
H 4.91729 -1.15236 1.37505 -0.4 0.2 -0.1
H 2.83722 -2.12921 2.36038 0.0 0.4 -0.1
H 0.68460 -0.99300 2.11959 0.5 0.0 -0.2
H -0.94603 -1.07082 1.66278 -0.4 0.2 -0.1
H -3.29488 -1.25662 2.33681 0.0 0.2 -0.3
C 1.07657 -1.02652 -2.43164 0.3 -0.2 -0.2
N -0.21341 -1.17068 -1.84684 0.0 0.0 1.4
C -1.40705 -0.65662 -2.42912 -0.3 -0.1 -0.2
H 1.84610 -1.25814 -1.67881 -0.2 0.1 -0.3
H 1.21624 -1.71676 -3.28113 0.2 0.3 0.1
H 1.22869 0.00938 -2.77713 0.1 -0.2 -0.1
H -0.27311 -1.57872 -0.92939 0.0 0.0 -0.3
H -2.20755 -0.64851 -1.67326 0.2 0.0 -0.3
H -1.24792 0.37595 -2.77995 -0.2 -0.2 -0.1
H -1.74759 -1.27888 -3.27412 -0.1 0.3 0.1
```
Forces are in eV/Å.

Energy relative to the best compared isomer or geometry (same formula, charge and spin) ... 2.139 eV
Kohn-Sham gap ... 5.1 eV
2S+1 ... 1
Net charge ... +1
E_LUMO ... -6.034 eV

***

(3)
Molecular formula: C4H8O2S
Method: DFT, ωB97M-V with the def2-TZVPD basis set

Structure (XYZ):
```
15
Properties=species:S:1:pos:R:3:forces:R:3
C 0.20700 -0.61109 1.44542 0.0 0.2 -0.1
C 0.08072 0.79496 0.81395 0.3 0.2 0.7
O -0.29935 0.65236 -0.52913 -0.1 -0.3 -0.7
S 0.63332 -0.56642 -1.18571 0.0 0.0 0.4
C 0.39423 -1.60811 0.29499 -0.1 0.0 -0.5
H 1.05568 -0.63266 2.12767 0.0 0.0 0.0
H -0.69444 -0.85890 2.00604 0.1 0.0 0.0
H -0.69101 1.39693 1.29420 0.0 0.0 0.0
H 1.04092 1.32307 0.87482 -0.1 0.0 0.0
H 1.26794 -2.24231 0.40457 0.1 -0.1 0.1
H -0.49035 -2.22627 0.14710 0.1 0.0 0.1
C -0.83648 1.98723 -3.30536 0.2 -0.3 -0.1
O -1.12426 2.93371 -2.63548 -0.1 0.2 0.0
H -1.58256 1.27256 -3.68646 -0.2 0.0 0.0
H 0.20569 1.75170 -3.58439 0.1 0.1 0.0
```
Forces are in eV/Å.

Energy relative to the best compared isomer or geometry (same formula, charge and spin) ... 2.319 eV
Kohn-Sham gap ... 9.4 eV
2S+1 ... 1
SMILES ... C1COSC1.C=O
Net charge ... 0
E_LUMO ... 0.751 eV